The following is a quantum chemistry calculation of C17H20F5N5O3Os as an isolated structure, from the Open Molecules 2025 dataset.

Geometry as XYZ:
```
51
Properties=species:S:1:pos:R:3:forces:R:3:nbo_charge:R:1
Os -0.703684 -0.344619 -0.506210 0.102 -0.064 0.094 1.094
C -1.326350 -3.263895 2.609299 0.023 -0.024 0.034 -0.701
C -1.077570 -2.592916 1.300551 -0.094 0.074 -0.109 0.253
N -0.921366 -1.197829 1.186742 0.107 -0.012 0.171 -0.198
O -0.846832 -0.484671 2.370097 -0.103 -0.088 -0.028 -0.509
C -1.019198 -3.271068 0.122860 -0.042 0.083 0.006 0.085
C -1.147832 -4.725235 -0.140417 -0.019 -0.008 0.024 -0.670
N -0.869814 -2.390589 -0.946451 -0.016 0.063 0.121 0.083
O -0.839190 -2.827584 -2.069035 -0.035 -0.028 -0.137 -0.237
H -1.562719 -2.595370 3.432927 -0.013 0.072 -0.048 0.243
H -0.465818 -3.876177 2.885862 0.007 -0.005 0.021 0.278
H -2.182344 -3.931449 2.505475 0.040 -0.030 -0.027 0.286
H -0.516794 -1.080594 3.059628 0.059 -0.039 0.011 0.489
H -1.310310 -5.277998 0.780516 0.010 -0.004 -0.011 0.249
H -0.245541 -5.103928 -0.622909 0.006 0.008 0.000 0.266
H -1.979878 -4.913171 -0.820447 -0.004 -0.003 0.004 0.267
F 2.023889 -1.755568 -6.826589 0.045 -0.032 -0.083 -0.239
C 1.467947 -1.348640 -5.713761 -0.054 0.037 0.169 0.346
C 2.019704 -1.728940 -4.489305 -0.074 0.048 -0.129 0.284
F 3.091964 -2.495516 -4.446171 0.042 -0.033 -0.047 -0.254
C 1.428658 -1.300441 -3.322434 -0.096 0.048 -0.143 0.309
F 1.929154 -1.654753 -2.142341 0.033 0.015 0.140 -0.287
C 0.293398 -0.492075 -3.366537 -0.042 0.088 0.036 0.180
O -0.276720 -0.053973 -2.227173 0.052 -0.185 -0.084 -0.505
C -0.255960 -0.113373 -4.591997 0.128 -0.069 0.045 0.335
F -1.332390 0.647982 -4.618050 -0.075 0.057 0.038 -0.260
C 0.330765 -0.542580 -5.765026 0.095 -0.070 0.023 0.285
F -0.180235 -0.192416 -6.926113 0.009 -0.009 -0.059 -0.248
C 2.379508 2.526135 2.892868 -0.005 -0.006 0.002 -0.429
C 2.756942 1.716269 1.671702 -0.010 -0.007 -0.013 -0.218
N 1.532294 1.299227 0.977833 0.018 0.045 -0.002 -0.548
C 0.350143 1.895674 1.095111 -0.006 0.026 -0.036 0.670
N -0.705839 1.367111 0.352411 -0.130 0.038 0.012 -0.498
C -1.971182 2.136353 0.356316 0.018 0.022 -0.004 -0.241
C -2.242606 2.725283 1.721380 -0.015 -0.020 0.006 -0.437
C -1.094620 3.633784 2.085038 0.007 0.004 0.002 -0.208
N 0.196993 2.963814 1.855182 0.028 -0.014 0.034 -0.351
C 1.376270 3.587563 2.488569 -0.026 -0.001 -0.013 -0.216
H 3.265534 2.995461 3.316038 -0.001 0.002 -0.002 0.264
H 1.945183 1.881840 3.659494 0.006 0.005 0.008 0.221
H 3.314060 0.820486 1.938545 -0.002 -0.006 0.004 0.236
H 3.368894 2.304876 0.986208 0.005 -0.008 -0.002 0.222
H 1.587367 0.542165 0.312302 0.002 0.010 -0.019 0.426
H -2.767084 1.464818 0.038655 0.007 -0.002 -0.012 0.239
H -1.886503 2.918808 -0.404248 0.004 0.012 0.003 0.230
H -2.347396 1.925438 2.456420 -0.006 0.002 0.005 0.227
H -3.171520 3.293183 1.708474 0.002 0.002 -0.003 0.263
H -1.127932 3.909830 3.137637 0.003 -0.003 0.004 0.235
H -1.113156 4.554229 1.496737 0.004 0.005 -0.001 0.224
H 1.017203 4.139335 3.353865 -0.001 0.003 0.000 0.240
H 1.812508 4.305703 1.790469 0.002 0.000 -0.003 0.226
```
Positions in Å, forces in eV/Å.

Summary:
LUMO (spin up / spin down) = -8.8 / -8.8 eV
Maximum force = 0.21 eV/A
Calculated total energy = -1748.5600 Ha
Charge = +2